{
  "formula": "C59H57N3O4STeV",
  "method": "ωB97M-V/def2-TZVPD",
  "homo_ev": [-3.30, -3.94],
  "total_energy_ha": -4358.0411,
  "multiplicity": 3,
  "charge": -1,
  "symbols": ["H", "H", "C", "H", "C", "V", "H", "H", "H", "C", "H", "H", "H", "H", "C", "H", "H", "H", "H", "H", "H", "H", "C", "H", "C", "C", "H", "H", "H", "H", "C", "O", "C", "C", "C", "H", "C", "H", "O", "H", "H", "H", "C", "H", "C", "H", "H", "C", "H", "H", "C", "H", "C", "H", "C", "C", "H", "C", "O", "C", "H", "C", "C", "C", "C", "C", "C", "C", "H", "H", "C", "C", "O", "C", "N", "C", "H", "C", "H", "C", "C", "H", "H", "H", "N", "C", "C", "C", "C", "H", "H", "Te", "H", "C", "C", "C", "C", "C", "H", "H", "H", "C", "H", "H", "H", "C", "C", "N", "C", "C", "C", "H", "C", "C", "H", "C", "S", "C", "H", "C", "C", "H", "H", "C", "C", "C"],
  "positions_angstrom": [[-2.453, -6.118, 0.707], [3.853, 2.666, 1.967], [1.083, -7.964, 0.093], [1.558, -3.899, -2.732], [2.994, 0.235, 4.135], [0.868, 0.065, -0.092], [3.748, 3.808, -2.553], [1.104, 5.711, 4.174], [-2.493, -0.054, 5.844], [-2.766, 0.963, 0.557], [-6.992, -2.171, 0.824], [2.857, 5.968, -3.287], [-5.642, -4.196, 1.197], [0.870, -2.590, -1.768], [2.188, 5.124, -3.170], [4.177, 1.663, -4.135], [-4.097, -0.193, 2.607], [2.152, -0.361, 4.450], [2.620, -2.841, -1.764], [0.470, -0.382, 2.799], [-0.553, -2.252, 1.405], [-3.561, 2.002, 2.257], [2.838, 1.206, 3.156], [-1.332, -4.266, 2.542], [-1.930, -3.370, 2.589], [1.210, -6.483, 0.300], [1.232, -6.598, 2.436], [-1.001, 2.154, 1.988], [-4.194, -1.203, -1.353], [6.582, 1.174, -4.009], [-1.060, 1.138, 2.415], [1.875, 0.963, 1.081], [-3.129, -3.357, 3.278], [4.227, 0.046, 4.739], [2.365, 1.548, -2.063], [-5.275, 3.201, 0.962], [-5.094, -2.563, -0.060], [4.333, -0.716, 5.502], [-0.661, -0.125, 0.474], [6.040, 2.326, 3.033], [-4.018, -6.634, 0.081], [0.334, -8.201, -0.660], [-3.518, -5.904, 0.720], [-6.812, -1.568, -0.825], [-4.912, -3.794, 0.512], [0.430, 6.242, -3.713], [0.828, -8.466, 1.024], [3.824, 1.302, -2.048], [0.321, 6.658, 2.037], [-3.884, 1.321, -2.616], [1.567, 1.433, 2.330], [-2.172, 0.132, -1.326], [5.976, 1.122, -3.113], [2.751, -3.822, 3.372], [-1.674, 0.202, 1.311], [1.368, 3.742, 3.386], [-0.820, -0.221, 6.417], [1.573, -4.601, 1.776], [-1.871, 1.189, 3.572], [-4.700, 2.337, -0.908], [7.619, 0.570, -1.855], [-1.489, -2.226, 1.951], [1.281, -5.617, -0.781], [-1.455, -0.140, 5.538], [5.771, 0.671, -0.768], [1.320, -5.949, 1.573], [-2.859, 0.802, -0.820], [-3.827, 1.474, -1.547], [0.186, 5.214, 0.024], [0.752, 2.821, 0.189], [0.592, 5.613, 2.094], [0.828, 3.467, 1.060], [0.275, 1.019, 4.312], [-2.244, -1.061, 1.970], [1.628, 0.695, -1.433], [0.327, 0.705, 2.939], [2.038, -8.364, -0.252], [-3.906, -2.212, 3.271], [-2.214, 2.453, 5.955], [1.655, -3.357, -1.794], [-2.999, -2.881, -1.225], [1.094, -3.224, 3.361], [3.790, 0.864, 0.036], [-1.085, 4.313, -3.401], [-2.843, -4.067, -0.666], [0.506, 4.808, 0.971], [-6.300, -1.705, 0.128], [0.826, 5.283, -3.402], [-3.638, 1.842, 1.191], [6.290, 0.632, 4.823], [1.160, -6.013, -1.780], [2.438, -1.745, 0.981], [-3.464, -4.239, 3.804], [-0.021, 4.193, -3.235], [5.326, 0.799, 4.361], [4.416, 0.923, -0.842], [1.542, -4.266, -0.611], [4.623, 1.396, -3.188], [-6.020, -0.722, 0.505], [-0.479, 2.379, 6.358], [1.723, 3.323, 4.317], [2.695, 3.906, -2.776], [1.430, -4.875, 3.903], [6.209, 0.396, 0.182], [-4.860, -2.199, 3.779], [1.715, -4.105, 3.187], [-1.062, 1.104, 4.730], [-4.127, -2.114, -0.917], [1.259, 2.928, 2.267], [1.027, 5.082, 3.297], [-4.601, 2.519, 0.461], [-1.017, 3.233, 4.900], [-3.472, -1.072, 2.618], [1.738, -3.755, 0.677], [-0.185, 2.119, -2.719], [1.852, 2.792, -2.608], [-1.943, -2.256, -2.340], [-1.208, 2.386, 5.553], [-3.907, -6.010, 1.729], [0.477, 2.968, -2.847], [5.185, 1.746, 3.360], [-1.339, -1.028, 4.920], [-5.446, 2.874, -1.476], [-3.750, -4.528, 0.186], [6.558, 0.771, -1.906], [3.954, 1.943, 2.764]],
  "atomic_forces_ev_per_a": [[0.1, 0.0, 0.0], [0.0, 0.1, 0.0], [0.1, 0.1, 0.0], [0.0, -0.1, -0.1], [-0.1, 0.2, 0.1], [3.9, -3.3, -1.5], [0.0, 0.0, 0.0], [0.0, 0.1, 0.0], [-0.2, -0.1, 0.1], [0.2, 0.0, 0.0], [0.0, 0.0, 0.1], [0.0, 0.0, 0.0], [0.0, 0.0, 0.0], [0.2, -0.1, 0.0], [-0.1, 0.3, -0.1], [-0.1, 0.1, -0.1], [0.0, 0.1, 0.1], [0.0, -0.1, 0.0], [-0.1, 0.0, -0.1], [0.0, 0.2, 0.0], [0.0, 0.0, 0.0], [0.0, 0.0, 0.1], [0.1, 0.0, 0.0], [0.2, -0.1, 0.0], [-0.1, 0.0, 0.2], [-0.1, 0.0, 0.0], [0.0, -0.1, 0.1], [-0.1, -0.4, 0.0], [0.0, 0.0, 0.0], [0.0, 0.0, 0.0], [0.2, 0.3, -0.4], [1.0, 1.7, 1.3], [0.0, -0.1, 0.1], [0.1, -0.1, 0.1], [0.5, -0.4, -0.1], [0.0, 0.0, 0.0], [0.6, -0.1, -0.5], [0.0, 0.0, 0.0], [-5.5, -0.4, 1.5], [0.0, 0.0, 0.0], [0.0, 0.0, 0.0], [-0.1, -0.1, 0.0], [0.0, 0.1, 0.1], [0.0, 0.0, 0.0], [-0.2, 0.2, -0.1], [0.0, 0.0, 0.0], [-0.1, -0.1, 0.0], [0.4, -0.1, 0.0], [0.0, 0.1, 0.0], [0.0, 0.0, -0.1], [0.0, 0.3, 0.7], [0.0, 0.1, 0.0], [0.2, 0.0, -0.2], [0.0, 0.1, 0.1], [-1.1, 0.4, 1.3], [-0.1, 0.0, -0.1], [0.1, 0.0, 0.1], [0.0, 0.2, 0.1], [-0.1, 0.0, 0.1], [-0.2, 0.1, -0.1], [0.1, 0.0, 0.0], [0.2, 0.1, -0.3], [0.0, -0.1, 0.1], [0.1, 0.3, -0.4], [0.2, 0.0, 0.0], [-0.1, -0.2, -0.1], [0.2, -0.1, 0.0], [0.0, 0.0, -0.1], [-0.1, 0.1, -0.1], [0.1, 0.2, 0.1], [0.0, 0.2, 0.0], [0.1, -0.1, 0.0], [-0.2, 0.2, 0.2], [0.2, 0.0, -0.2], [0.7, 2.0, -3.0], [0.1, -0.5, -0.3], [0.0, -0.1, 0.0], [-0.1, 0.2, 0.1], [-0.1, 0.1, 0.1], [0.0, 0.2, -0.1], [-0.3, 1.6, -0.9], [0.1, 0.1, 0.0], [0.0, 0.0, 0.0], [0.0, 0.0, 0.0], [-0.4, -1.5, 1.2], [-0.1, 0.0, -0.1], [0.1, 0.0, 0.0], [0.0, 0.0, 0.0], [0.0, -0.1, 0.0], [0.0, 0.0, 0.0], [0.0, 0.0, -0.2], [0.1, -1.2, 0.3], [-0.1, -0.1, 0.0], [-0.1, 0.2, -0.1], [0.1, -0.1, 0.0], [-0.2, 0.2, -0.1], [0.0, 0.1, -0.1], [-0.2, 0.0, 0.2], [0.1, 0.1, 0.0], [0.0, 0.0, 0.1], [0.0, 0.0, 0.1], [-0.1, -0.4, 0.1], [0.0, -0.1, 0.0], [0.0, 0.0, 0.0], [-0.1, 0.0, 0.1], [0.0, 0.0, 0.0], [-0.2, 0.1, 0.9], [-0.5, -1.1, 0.9], [0.0, -0.1, -0.1], [0.0, 0.0, 0.1], [-0.1, 0.1, 0.0], [0.0, 0.1, 0.0], [-0.1, -0.1, 0.0], [0.1, 0.3, 0.0], [0.0, 0.0, 0.0], [-0.4, 0.6, -0.1], [0.3, 0.1, -0.4], [0.0, -0.4, -0.4], [-0.1, 0.0, 0.1], [0.3, -0.3, 0.1], [0.1, 0.1, -0.1], [0.0, -0.1, -0.1], [-0.1, 0.1, 0.0], [0.4, 0.4, -0.8], [0.0, 0.0, 0.1], [0.0, 0.0, 0.1]],
  "lowdin_spin": [0.000, 0.000, 0.000, 0.000, 0.000, 1.492, 0.002, 0.000, 0.000, 0.001, 0.000, -0.002, 0.000, 0.004, -0.003, 0.001, 0.000, 0.000, 0.000, 0.000, 0.000, 0.000, 0.001, 0.000, 0.000, -0.001, 0.000, 0.000, 0.000, -0.001, 0.001, 0.095, 0.000, 0.000, 0.199, 0.000, 0.000, 0.000, 0.021, 0.000, 0.000, 0.000, 0.000, 0.000, 0.000, 0.004, 0.000, 0.016, 0.000, 0.000, 0.009, 0.001, -0.002, -0.001, 0.008, 0.001, 0.000, -0.002, 0.000, 0.000, 0.002, 0.000, 0.000, 0.000, -0.001, 0.000, 0.001, 0.000, 0.000, 0.001, 0.000, 0.001, 0.000, 0.001, -0.068, 0.001, 0.000, 0.000, 0.000, 0.003, 0.001, 0.000, 0.001, -0.002, 0.000, 0.000, 0.000, 0.058, 0.000, 0.000, 0.000, -0.015, 0.000, -0.003, 0.000, 0.021, -0.001, 0.021, 0.000, 0.000, 0.000, 0.047, 0.000, 0.000, 0.000, -0.001, 0.000, 0.000, 0.004, 0.001, 0.000, 0.000, 0.000, -0.004, 0.003, 0.010, 0.002, 0.000, 0.000, 0.047, 0.000, 0.000, 0.000, 0.000, 0.020, 0.001]
}